# 1
Entry from the OMol25 dataset: 2 unconnected molecules or ions with the total composition C6H14BNO2 in a non-equilibrium geometry (ωB97M-V/def2-TZVPD).

Structure (XYZ):
```
24
Properties=species:S:1:pos:R:3:forces:R:3:mulliken_charge:R:1
B 0.478 0.347 -0.018 -0.3630 1.0880 3.1809 0.680
C -1.430 -2.281 2.118 -1.0458 2.3021 -1.6846 -0.891
C -1.813 -1.330 1.262 3.3539 -1.4058 0.8770 0.832
C 0.318 1.217 1.416 -0.5413 -1.2943 -0.2335 -1.017
C 2.557 1.670 -0.791 -0.4925 0.7384 2.2073 -1.077
C 1.678 -0.013 -2.096 -2.3946 -1.3572 0.2508 -1.128
C -3.006 -0.698 -0.454 1.8110 -0.5704 -1.1965 -0.615
N 1.424 0.806 -0.957 0.3041 -0.1249 -0.4351 0.006
O -0.252 -0.741 -0.234 -2.2289 -1.8733 1.1145 -0.947
O -2.791 -0.624 0.956 -0.1183 0.6265 0.0571 -0.259
H -2.193 -2.558 2.825 -0.1378 -0.4047 0.0739 0.297
H -0.430 -2.600 2.163 0.9184 -0.3150 0.0849 0.312
H 1.214 1.816 1.437 -0.1239 0.8143 0.4743 0.281
H 0.257 0.651 2.417 0.1290 0.4433 -1.6553 0.241
H -0.628 1.806 1.350 0.8521 -0.0066 0.0908 0.279
H 2.339 2.723 -1.146 0.9395 -1.2437 -0.1130 0.219
H 2.817 1.720 0.281 -0.2695 0.5104 -0.1807 0.416
H 3.395 1.074 -1.126 0.6426 0.8589 -0.9561 0.416
H 0.746 -0.588 -2.272 0.4187 0.5890 -0.7766 0.227
H 2.071 0.570 -2.879 -0.0251 0.6186 -1.4558 0.429
H 2.371 -0.793 -1.913 1.2649 -0.8387 0.5035 0.403
H -2.284 -0.018 -0.927 -0.2923 -0.4982 0.1120 0.254
H -3.969 -0.420 -0.615 -2.7996 0.9537 -0.3985 0.311
H -2.871 -1.734 -0.795 0.1984 0.3895 0.0585 0.331
```
Forces are in eV/Å.

Calculated values
Relative energy (zero: lowest compared OMol25 entry of this formula, charge and spin), kcal/mol: 137.8
Electronic energy, Eh: -466.98923
F_max, eV Å⁻¹: 3.74
HOMO level, hartree: -0.2957
HOMO-LUMO gap, eV: 7.9



# 2
Entry from the OMol25 dataset: 4 unconnected molecules or ions with the total composition C20H16Cl2O12 in a non-equilibrium geometry (ωB97M-V/def2-TZVPD).

Structure (XYZ):
```
50
Properties=species:S:1:pos:R:3:forces:R:3:mulliken_charge:R:1
O 12.050 10.842 15.926 0.3311 -0.2099 -0.4791 -0.624
C 12.066 9.782 15.328 -0.6677 -1.3372 0.1432 1.011
C 12.677 9.465 14.029 -0.8126 -0.1147 0.8353 -1.088
C 12.394 8.292 13.419 -0.0610 -0.4582 0.8445 0.383
O 12.767 7.934 12.201 -0.2610 -1.0019 0.4433 -0.593
C 11.589 7.171 14.137 -1.4491 -1.1752 0.0122 1.054
O 11.365 6.093 13.531 1.0642 2.7973 1.0313 -0.650
C 10.986 7.486 15.470 -0.0962 -3.1162 -2.7258 -0.626
C 11.246 8.646 15.996 -0.3722 1.8418 1.4209 0.219
O 10.661 8.980 17.164 0.5826 -0.0841 -0.9519 -0.580
H 13.214 10.276 13.605 0.4942 0.3685 -0.6958 0.435
H 12.475 6.972 12.168 0.1475 0.8257 -0.5333 0.326
H 10.243 6.752 15.858 0.9020 0.7175 -0.1175 0.389
H 10.877 9.914 17.206 0.0178 1.0841 0.7341 0.318
O 7.097 11.275 19.665 1.1691 -0.2643 1.0992 -0.593
C 7.123 11.656 18.527 -1.7079 0.1104 -1.4922 0.891
C 5.820 11.764 17.803 1.1922 0.5495 -0.2110 -0.930
C 5.884 12.254 16.558 -1.5432 0.7697 -1.5723 0.255
O 4.808 12.575 15.735 1.1557 -1.2013 1.8062 -0.588
C 7.184 12.615 15.850 0.2987 0.5941 -1.2017 1.082
O 7.135 13.030 14.678 -0.4188 -0.8598 1.6816 -0.695
C 8.451 12.537 16.547 -1.1605 -0.5594 2.0998 -0.794
C 8.425 12.053 17.833 0.1257 0.2143 -0.7510 0.210
O 9.515 11.911 18.589 0.4115 0.3125 -0.7391 -0.537
H 4.943 11.505 18.397 0.1567 0.1341 -0.4914 0.426
H 5.209 12.610 14.854 0.0825 0.4716 -0.3263 0.349
H 9.258 13.009 16.041 0.8568 -0.1877 -0.0915 0.539
H 9.325 11.521 19.449 -0.6088 -0.0932 0.2415 0.342
O 7.167 8.035 9.777 2.2679 -1.4540 -0.6516 -0.751
C 8.065 7.197 9.480 -3.9720 1.3650 0.0469 1.000
C 9.363 7.117 10.103 -0.9541 0.1446 -0.3399 -0.698
C 10.084 6.051 9.798 2.8095 -0.4872 0.0913 0.277
O 11.385 5.967 10.226 -0.5176 -1.0726 -0.8204 -0.516
C 9.630 4.963 8.864 0.3937 -0.2513 -0.9739 0.623
O 10.439 4.085 8.605 -0.3091 0.1963 0.3208 -0.614
C 8.322 5.060 8.228 -0.5974 0.1821 -0.2383 -0.664
C 7.535 6.140 8.450 2.5361 -0.9010 1.9431 0.162
O 6.284 6.190 8.085 0.0859 -0.8407 -0.9786 -0.490
H 9.708 7.893 10.761 0.0467 0.2780 0.0725 0.574
H 11.877 5.190 9.804 -1.4674 1.0523 0.5393 0.365
H 7.965 4.242 7.596 0.3260 0.2107 0.2940 0.425
H 5.918 7.024 8.324 -0.5759 1.5464 0.6351 0.351
Cl 6.583 9.399 15.289 -0.0253 -0.1119 -0.5030 -0.163
C 6.570 9.528 13.495 -0.5802 -0.7585 -0.4587 -0.576
C 7.798 8.898 12.832 -0.7674 0.5661 0.2140 0.073
Cl 9.251 9.922 12.778 0.0820 0.0639 0.2094 -0.201
H 6.322 10.560 13.251 0.7847 0.1540 -0.0342 0.321
H 5.700 8.985 13.053 0.5102 -0.0119 0.8902 0.380
H 7.498 8.724 11.813 0.1406 -0.0652 -0.4755 -0.147
H 8.065 7.946 13.282 -0.0463 0.0668 0.2044 0.338
```
Forces are in eV/Å.

Calculated values
Electronic energy, Eh: -2594.93532
SMILES: O=C1C=C(O)C(=O)C=C1O.O=C1C=C(O)C(=O)C=C1O.O=C1C=C(O)C(=O)C=C1O.ClCCCl
F_max, eV Å⁻¹: 4.20
HOMO level, hartree: -0.3541
HOMO-LUMO gap, eV: 7.9



# 3
Entry from the OMol25 dataset: a molecular structure, C8H17EuN2 in a non-equilibrium geometry (ωB97M-V/def2-TZVPD).

Structure (XYZ):
```
28
Properties=species:S:1:pos:R:3:forces:R:3:mulliken_charge:R:1
C 1.588 0.634 -2.207 0.0960 -0.2469 0.5469 -1.299
Eu 1.461 0.666 0.158 0.4131 -0.8377 -0.3580 -0.716
N 1.267 0.892 2.596 0.0315 0.1429 -0.1538 -0.204
N 3.885 1.191 0.125 -0.1862 -0.5825 0.0546 -0.346
H 1.220 -0.081 2.863 0.0567 -0.0922 0.5199 0.142
H 0.784 2.447 -0.230 -0.6967 1.1970 0.0743 -0.060
H 0.553 0.805 -2.515 0.3268 0.0199 -0.4105 0.276
H 1.898 -0.424 -2.212 0.0850 0.2622 -0.6008 0.305
H 2.344 1.380 -2.461 -0.2191 -0.1911 -0.5316 0.292
H 4.375 0.463 0.647 0.2252 0.2880 0.0351 0.193
H 4.038 2.107 0.523 0.3037 0.2296 0.2060 0.169
H 4.125 1.166 -0.855 0.3333 0.0602 -0.3185 0.251
H 2.069 1.392 2.969 -0.1172 -0.1209 0.3048 0.174
H 0.388 1.382 2.683 -0.1847 0.1592 0.4568 0.168
C 0.150 -1.487 0.143 2.2336 1.4839 0.2953 -1.426
C -1.233 -1.088 -0.040 -1.7806 -0.4670 -0.1386 0.956
C -1.730 0.246 -0.199 0.7504 -0.9832 0.1135 0.084
C -3.097 0.472 -0.371 0.0445 0.1198 0.0246 -0.891
C -3.989 -0.598 -0.381 -0.1915 -0.0763 0.0056 -0.298
C -3.525 -1.908 -0.224 -0.2003 -0.1668 0.0007 -0.470
C -2.173 -2.151 -0.059 -0.0586 0.8241 -0.0335 -0.407
H 0.461 -1.829 1.141 -0.3563 -0.5300 -0.3835 0.246
H 0.662 -1.948 -0.713 -0.3354 -0.3093 0.3958 0.266
H -1.027 1.112 -0.214 -0.7122 -0.4880 -0.0591 0.222
H -3.460 1.499 -0.498 0.1016 -0.4348 0.0436 0.355
H -5.060 -0.423 -0.509 0.3013 0.0206 0.0180 0.318
H -4.212 -2.760 -0.226 0.0321 0.3876 -0.0390 0.313
H -1.762 -3.158 0.066 -0.2961 0.3315 -0.0684 0.387
```
Forces are in eV/Å.

Calculated values
Expectation value of S²: 15.82
Relative energy (zero: lowest compared OMol25 entry of this formula, charge and spin), kcal/mol: 0.0
Electronic energy, Eh: -1134.67102
F_max, eV Å⁻¹: 2.70
Spin multiplicity: 8
Total charge: -1
HOMO level (spin up / spin down), hartree: -0.0105 / -0.1280
HOMO-LUMO gap (spin up / spin down), eV: 3.5 / 6.6



# 4
Entry from the OMol25 dataset: a molecular structure, C23H22IN4O10STeY in a non-equilibrium geometry (ωB97M-V/def2-TZVPD).

Structure (XYZ):
```
63
Properties=species:S:1:pos:R:3:forces:R:3:mulliken_charge:R:1
Y 0.211 0.218 0.379 -1.7645 -0.0642 0.2625 0.973
O -3.981 -1.077 1.381 0.1151 0.0554 -0.0058 -0.886
C -2.738 -1.090 1.442 -0.1652 0.0032 0.0190 -0.317
O -1.976 -0.138 1.097 -0.0043 0.0840 -0.1618 -0.166
C -2.089 -2.422 1.853 0.1086 0.1500 -0.0756 0.345
C -1.340 -2.982 0.626 -0.1264 -0.2121 0.1128 -0.188
C -1.061 -4.480 0.817 0.0798 0.0658 0.0447 -1.072
C 0.096 -4.446 1.847 -0.0343 0.0671 -0.0952 -1.060
C 0.241 -2.937 2.080 -0.1257 -0.1950 0.1919 0.051
O -0.032 -2.401 0.772 0.0138 0.1311 -0.1867 -0.384
C -0.940 -2.417 2.915 0.1176 0.2218 -0.0913 0.211
C -0.589 -1.053 3.543 -0.2177 -0.0462 -0.0037 -0.317
O -0.926 -0.857 4.715 0.0385 0.0488 -0.1081 -0.837
O 0.063 -0.256 2.797 0.3240 0.0697 -0.2627 -0.172
H -2.907 -3.073 2.152 0.0037 -0.0787 0.0258 0.435
H -1.764 -2.711 -0.333 0.0504 0.0886 -0.0114 0.568
H -1.944 -5.007 1.181 -0.0156 -0.0074 -0.0144 0.386
H -0.747 -4.933 -0.124 0.0082 -0.0047 0.0068 0.294
H -0.136 -4.970 2.774 0.0108 -0.0206 0.0096 0.408
H 1.016 -4.857 1.430 -0.0085 0.0062 0.0037 0.369
H 1.218 -2.617 2.425 0.0373 0.0463 -0.0813 0.393
H -1.177 -3.089 3.737 -0.0306 -0.0558 0.0177 0.440
O -0.539 1.783 -1.247 -0.0725 -0.3164 0.2623 0.105
C -0.157 2.950 -1.611 -0.0516 0.0286 0.0302 0.038
C -0.236 3.351 -2.972 0.0412 0.0950 -0.1100 -0.564
C 0.169 4.594 -3.402 -0.0307 -0.0502 0.0595 -0.558
C 0.677 5.532 -2.501 0.0028 0.0417 0.0027 -0.904
C 0.758 5.178 -1.168 -0.0170 -0.0478 0.0295 -0.715
C 0.344 3.929 -0.702 0.0067 0.0178 -0.0734 0.966
C 0.439 3.617 0.719 0.0268 -0.0430 0.0498 -0.497
N 0.449 2.426 1.294 0.0090 0.2271 0.2213 1.028
C 0.589 2.627 2.652 -0.0195 0.0976 0.1242 -0.662
C 0.655 3.956 2.907 0.0056 0.0135 -0.0695 -0.984
N 0.560 4.575 1.673 0.0181 -0.0084 0.0700 -0.002
H -0.588 2.622 -3.691 -0.0150 -0.0406 0.0576 0.201
H 0.108 4.838 -4.458 0.0051 -0.0058 0.0021 0.387
H 1.024 6.500 -2.839 -0.0026 -0.0037 0.0093 0.346
H 1.193 5.886 -0.468 0.0080 0.0038 -0.0195 0.348
H 0.615 1.789 3.329 -0.0057 -0.0130 -0.0555 0.507
H 0.761 4.507 3.824 -0.0115 -0.0022 -0.0327 0.415
H 0.528 5.561 1.505 -0.0074 0.0311 -0.0418 0.176
N -2.300 0.355 -3.333 0.0576 0.0989 -0.1779 -0.514
C -2.484 -0.063 -2.045 0.1209 0.0254 -0.0403 0.522
O -1.681 -0.806 -1.515 -0.4351 -0.0488 -0.0890 -0.307
C -3.797 0.372 -1.423 0.1314 -0.0304 0.1617 -1.168
I -3.751 2.394 -0.727 -0.0661 -0.0232 -0.0939 0.024
H -1.338 0.266 -3.633 0.0265 0.0107 0.0371 0.339
H -2.731 1.233 -3.579 -0.0214 0.0270 0.0181 0.263
H -4.043 -0.223 -0.545 0.0726 0.0049 0.0522 0.289
H -4.586 0.354 -2.168 -0.0359 -0.0558 -0.0112 0.565
O 2.001 1.090 -1.285 -0.1132 -0.2390 -0.0772 -0.381
N 1.697 0.123 -2.012 0.4724 -0.0270 -0.6116 1.136
O 1.988 0.077 -3.206 -0.0993 0.0429 0.3832 -0.793
O 1.067 -0.840 -1.469 0.1379 0.0189 -0.4106 -0.564
Te 2.785 -0.402 1.579 1.4266 -0.0525 0.7561 -0.069
C 4.363 0.351 0.393 0.0737 -0.0205 0.0099 0.039
C 5.263 -0.328 -0.381 0.0009 -0.0272 -0.0820 -0.414
C 6.233 0.505 -1.012 -0.0155 -0.0275 0.0190 -0.433
C 6.068 1.821 -0.704 -0.0704 0.1027 0.0815 -0.530
S 4.726 2.035 0.349 0.0222 -0.1448 -0.0135 -0.149
H 5.209 -1.401 -0.509 0.0205 0.0356 0.0052 0.363
H 7.012 0.138 -1.669 -0.0156 0.0085 -0.0024 0.316
H 6.643 2.670 -1.045 0.0046 -0.0571 -0.0272 0.360
```
Forces are in eV/Å.

Calculated values
Relative energy (zero: lowest compared OMol25 entry of this formula, charge and spin), kcal/mol: 43.4
Electronic energy, Eh: -2863.57917
F_max, eV Å⁻¹: 1.79
Total charge: -2
HOMO level, hartree: -0.0581
HOMO-LUMO gap, eV: 5.5



# 5
Entry from the OMol25 dataset: 2 unconnected molecules or ions with the total composition C5H13N2S in a non-equilibrium geometry (ωB97M-V/def2-TZVPD).

Structure (XYZ):
```
21
Properties=species:S:1:pos:R:3:forces:R:3:mulliken_charge:R:1
C 1.916 1.304 0.012 0.0865 0.1499 -1.7935 -0.475
C 3.249 0.793 -0.529 0.0119 -0.9805 -1.0444 -0.677
C 1.871 -0.972 0.472 0.6085 1.3230 0.8567 -0.026
C -3.352 -0.847 -0.320 -0.6105 2.0338 3.5491 -1.334
C -1.830 -0.687 -0.218 -1.1402 -2.2501 -0.1550 -0.219
N -1.267 0.400 0.585 -1.2379 -0.4118 -0.4413 -0.601
N 1.173 0.122 0.391 1.3335 -2.3938 0.2099 0.035
S 3.557 -0.891 0.278 -0.2178 1.2024 -0.7004 -0.013
H 2.124 1.963 0.851 -0.5975 0.1462 0.1102 0.331
H 1.370 1.790 -0.866 0.6283 -0.1480 1.5315 0.282
H 3.173 0.532 -1.612 0.1544 0.3811 0.8308 0.327
H 4.037 1.514 -0.379 0.3998 -0.1201 0.1319 0.435
H -1.586 -0.588 -1.262 1.2027 0.1247 -0.2388 0.290
H -3.654 -1.543 -1.028 -0.1736 -2.1502 -0.6966 0.395
H -3.935 -0.009 -0.693 0.6031 0.8966 0.0220 0.379
H -3.769 -0.968 0.745 0.2843 -0.5184 -1.6695 0.305
H -1.463 -1.717 0.198 -0.2154 1.9870 -0.8255 0.230
H 1.485 -1.884 0.863 -0.7165 -0.5518 -0.0034 0.335
H -1.516 0.304 1.532 -0.6071 -0.5370 1.6075 0.279
H 0.083 0.086 0.608 0.1760 1.3435 -0.5804 0.455
H -1.666 1.297 0.370 0.0273 0.4735 -0.7007 0.264
```
Forces are in eV/Å.

Calculated values
Relative energy (zero: lowest compared OMol25 entry of this formula, charge and spin), kcal/mol: 19.1
Electronic energy, Eh: -705.73545
F_max, eV Å⁻¹: 4.14
Total charge: +1
HOMO level, hartree: -0.5009
HOMO-LUMO gap, eV: 10.0



# 6
Entry from the OMol25 dataset: a molecular structure, O4PRb9 in a non-equilibrium geometry (ωB97M-V/def2-TZVPD).

Structure (XYZ):
```
14
Properties=species:S:1:pos:R:3:forces:R:3:mulliken_charge:R:1
Rb -0.770 1.312 2.954 -0.3590 0.9319 1.3385 0.994
Rb 0.690 2.760 -2.460 0.0825 0.9027 -1.2598 1.094
Rb 2.117 -3.374 0.381 0.4793 -1.8056 -0.1096 0.898
Rb 2.577 1.748 0.869 1.0140 1.1479 0.5249 1.090
Rb -3.959 -0.170 1.177 -2.1999 -0.9960 0.6436 0.969
Rb -2.612 2.608 -0.049 -1.0369 1.6899 -0.6605 1.102
Rb -0.911 -2.444 -2.599 -0.6831 -0.9558 -1.3278 1.064
Rb 3.270 -0.608 -1.578 1.5823 -0.2874 -1.3681 0.912
Rb 1.029 -1.535 3.088 0.4984 -1.1336 2.3067 1.133
P -0.325 -0.043 -0.406 3.8768 0.1044 -0.5185 0.107
O 0.667 -0.121 -1.709 -3.8017 -0.3121 3.3606 -0.710
O -0.132 1.393 0.176 -1.0987 -1.3923 -0.3422 -1.089
O 0.277 -1.076 0.690 -2.0247 1.6290 -2.4963 -0.258
O -1.919 -0.450 -0.535 3.6707 0.4768 -0.0914 -0.306
```
Forces are in eV/Å.

Calculated values
Expectation value of S²: 0.76
Electronic energy, Eh: -855.85773
F_max, eV Å⁻¹: 5.08
Spin multiplicity: 2
Total charge: +7
HOMO level (spin up / spin down), hartree: -1.1769 / -1.1697
HOMO-LUMO gap (spin up / spin down), eV: 11.0 / 6.3